No. 1
C31H58NO5 | wB97M-V/def2-TZVPD

Geometry as XYZ:
```
95
Properties=species:S:1:pos:R:3:forces:R:3:lowdin_charge:R:1
C 3.482 -0.742 1.300 -1.61 0.36 0.10 -0.083
C 2.095 -0.281 0.595 -2.30 0.32 -0.41 -0.200
C 1.991 0.274 -0.844 -3.20 -0.22 2.11 -0.005
C 0.599 0.728 -1.417 0.18 -1.26 3.09 -0.002
C -0.717 0.615 -0.562 3.56 -1.38 1.36 -0.157
C -2.139 1.111 -1.165 1.19 0.82 1.05 -0.105
C -3.258 0.975 -0.043 -0.98 -1.35 -0.17 -0.098
N -3.395 2.080 0.884 -2.53 -3.87 0.21 0.104
C -4.354 2.016 1.956 -0.81 -2.40 -0.48 0.006
C -5.250 0.783 2.178 2.39 0.12 -2.83 0.019
C -5.146 -0.421 1.180 2.72 3.32 -0.54 0.074
C -4.091 -0.331 0.015 -1.33 2.71 2.42 -0.074
C -3.930 -1.544 -1.017 1.01 0.23 0.19 -0.105
C -3.089 -2.698 -0.247 -0.34 0.28 1.07 -0.230
O -1.695 -2.718 -0.655 -1.07 -0.11 1.18 -0.097
C -0.571 0.011 0.880 2.94 0.17 -1.45 -0.047
C 0.816 -0.434 1.475 -0.78 1.72 -4.00 -0.026
H 4.391 -0.560 0.633 -1.35 -0.30 1.06 0.081
H 3.369 -1.842 1.627 0.41 1.66 -0.74 0.086
H 3.519 -0.142 2.287 0.32 -0.85 -1.66 0.091
H 2.942 0.349 -1.480 -1.72 -0.09 1.03 0.094
H 0.558 1.140 -2.489 0.03 -0.70 1.87 0.093
H -1.970 2.227 -1.426 -0.54 -1.68 0.44 0.125
H -2.383 0.593 -2.152 0.12 0.53 1.64 0.120
H -2.784 2.898 0.741 -0.50 -0.59 0.24 0.170
H -4.433 2.920 2.665 0.28 -1.62 -1.41 0.144
H -5.976 0.770 3.070 1.26 0.08 -1.65 0.114
H -5.781 -1.363 1.282 0.92 1.59 -0.05 0.126
H -3.305 -1.262 -1.949 -1.04 -0.27 1.67 0.121
H -4.936 -1.923 -1.418 1.38 0.68 0.98 0.131
H -3.099 -2.431 0.875 -0.24 -0.49 -1.57 0.118
H -3.609 -3.713 -0.342 0.87 1.31 -0.21 0.128
H -1.174 -2.791 0.184 -0.48 0.15 -1.27 0.096
H -1.466 -0.140 1.577 1.27 0.36 -1.26 0.082
H 0.860 -0.855 2.547 -0.01 0.77 -1.99 0.108
C 4.699 2.261 -4.570 0.01 -0.05 -0.11 -0.076
C 5.252 2.076 -3.167 0.07 -0.01 -0.19 -0.281
O 6.067 0.919 -3.025 -0.12 -0.16 0.21 -0.170
C 7.228 0.861 -3.844 0.08 0.07 -0.03 -0.278
C 8.195 2.008 -3.608 -0.04 0.13 0.08 -0.080
H 4.118 1.383 -4.870 0.01 0.13 0.06 0.083
H 4.054 3.141 -4.612 0.00 -0.11 0.00 0.074
H 5.493 2.393 -5.307 -0.01 0.09 0.04 0.068
H 4.415 1.955 -2.474 0.15 -0.14 0.06 0.098
H 5.798 2.966 -2.838 0.01 0.05 -0.06 0.107
H 6.943 0.796 -4.899 0.02 0.08 -0.01 0.106
H 7.731 -0.080 -3.604 -0.24 0.04 0.10 0.119
H 7.746 2.976 -3.840 0.05 -0.04 -0.09 0.065
H 9.083 1.891 -4.234 -0.06 -0.02 0.05 0.079
H 8.507 2.035 -2.560 0.00 -0.04 -0.09 0.082
C -10.666 -0.276 6.035 0.05 0.05 0.16 -0.076
C -9.684 -0.261 4.876 -0.17 -0.03 0.09 -0.281
O -8.382 0.184 5.239 0.26 0.18 -0.20 -0.181
C -7.706 -0.581 6.230 -0.04 -0.09 0.03 -0.281
C -7.488 -2.031 5.833 -0.09 -0.06 -0.07 -0.080
H -10.747 0.720 6.480 -0.02 -0.11 -0.10 0.086
H -11.655 -0.591 5.692 0.09 0.05 0.00 0.082
H -10.353 -0.961 6.825 -0.07 -0.06 -0.06 0.067
H -10.049 0.433 4.115 0.23 0.05 0.06 0.117
H -9.627 -1.243 4.395 -0.02 -0.06 0.06 0.104
H -8.234 -0.509 7.187 -0.02 -0.08 -0.02 0.109
H -6.732 -0.105 6.380 -0.16 0.13 -0.12 0.115
H -8.431 -2.558 5.677 0.05 -0.01 0.09 0.069
H -6.934 -2.558 6.613 -0.02 0.05 -0.06 0.081
H -6.921 -2.090 4.899 0.01 0.00 0.07 0.071
C -1.013 3.548 -4.857 -0.10 -0.13 -0.02 -0.081
C 0.320 4.113 -5.317 0.01 -0.06 -0.04 -0.275
O 1.233 3.122 -5.768 0.12 -0.02 0.21 -0.175
C 0.813 2.333 -6.875 -0.02 0.04 -0.13 -0.277
C 0.527 3.147 -8.125 -0.01 0.15 0.00 -0.077
H -0.863 2.817 -4.054 0.02 0.09 -0.04 0.056
H -1.660 4.348 -4.488 0.07 -0.04 -0.02 0.078
H -1.541 3.038 -5.665 -0.03 0.08 0.01 0.068
H 0.799 4.615 -4.472 0.15 -0.14 -0.11 0.119
H 0.179 4.876 -6.088 -0.11 -0.02 -0.02 0.109
H -0.051 1.721 -6.597 -0.07 0.03 -0.04 0.104
H 1.628 1.636 -7.087 0.02 0.15 0.22 0.119
H -0.287 3.859 -7.973 -0.04 -0.09 -0.05 0.066
H 0.246 2.489 -8.951 0.04 0.03 0.07 0.081
H 1.411 3.720 -8.418 -0.05 -0.09 0.02 0.085
C 5.815 -5.462 4.582 0.07 0.06 0.14 -0.079
C 5.024 -4.684 3.544 0.10 -0.07 0.07 -0.282
O 4.920 -3.295 3.832 -0.25 0.14 -0.02 -0.178
C 6.143 -2.574 3.919 0.08 -0.03 -0.06 -0.278
C 6.961 -2.611 2.640 -0.02 -0.09 -0.10 -0.076
H 5.367 -5.342 5.574 0.01 -0.05 -0.14 0.084
H 5.833 -6.525 4.330 -0.03 0.09 0.02 0.080
H 6.849 -5.118 4.649 0.00 -0.08 -0.07 0.066
H 4.004 -5.074 3.516 0.00 0.24 0.02 0.116
H 5.438 -4.833 2.542 0.09 -0.02 0.01 0.106
H 6.730 -2.928 4.773 0.05 -0.04 -0.05 0.107
H 5.877 -1.536 4.138 -0.18 -0.17 0.01 0.116
H 7.261 -3.626 2.375 0.07 0.06 0.06 0.068
H 7.867 -2.011 2.751 -0.07 -0.02 0.00 0.081
H 6.379 -2.214 1.803 0.05 0.01 0.07 0.068
```
Forces are in eV/Å.

Summary:
net charge: +1
frontier orbital gap: 6.4 eV
energy above the lowest of the compared OMol25 structures with the same formula, charge and spin: 189.1 kcal/mol
LUMO level: -4.5 eV

***

No. 2
C16H20BrO3 | wB97M-V/def2-TZVPD

Geometry as XYZ:
```
40
Properties=species:S:1:pos:R:3:forces:R:3:lowdin_charge:R:1
C -4.119 -0.022 -1.056 -0.17 0.02 0.30 -0.206
C -3.354 -1.349 -1.216 -0.01 0.14 -0.34 -0.197
C -1.969 -1.355 -0.562 0.74 0.20 0.18 -0.129
C -1.197 -0.111 -1.020 0.46 -0.03 -1.28 -0.412
O -0.283 -0.136 -1.836 -1.80 0.04 0.75 0.071
C -1.892 1.174 -0.553 0.73 -0.28 0.22 -0.127
C -3.267 1.250 -1.221 -0.05 -0.11 -0.36 -0.198
H -4.939 0.004 -1.794 0.18 0.00 0.31 0.103
H -4.594 -0.005 -0.061 0.14 0.00 -0.17 0.107
H -3.958 -2.171 -0.817 0.04 0.08 -0.07 0.103
H -3.217 -1.552 -2.286 0.00 0.02 0.09 0.114
H -2.047 -1.319 0.536 -0.06 -0.01 -0.23 0.117
H -1.391 -2.247 -0.831 -0.15 0.15 0.03 0.119
H -1.977 1.131 0.544 -0.05 0.04 -0.24 0.121
H -1.255 2.029 -0.807 -0.20 -0.13 0.02 0.120
H -3.105 1.431 -2.292 -0.01 -0.02 0.10 0.114
H -3.822 2.115 -0.838 0.04 -0.09 -0.06 0.103
C 1.316 4.321 2.004 -0.39 0.21 0.08 -0.092
C 1.937 3.283 1.108 -0.41 0.29 0.21 -0.276
O 1.141 2.103 1.222 0.03 1.11 0.44 -0.044
C 1.707 1.102 0.504 -0.23 -1.98 -0.54 -0.516
C 1.011 -0.156 0.659 1.25 1.78 0.67 -0.081
C 1.714 -1.343 0.449 0.15 -1.22 -0.59 -0.238
C 2.922 -1.384 -0.329 -0.09 -0.23 0.08 -0.030
C 3.612 -2.559 -0.557 -0.66 -0.63 0.49 -0.152
C 3.099 -3.776 -0.055 -0.71 1.13 0.30 -0.755
Br 3.972 -5.393 -0.468 0.26 -0.50 -0.04 0.626
C 1.901 -3.789 0.691 0.46 0.25 -0.43 -0.170
C 1.224 -2.598 0.945 0.56 0.18 -0.47 -0.070
O 2.727 1.366 -0.148 -0.38 -0.24 0.16 -0.014
H 1.910 5.234 1.980 0.03 0.09 0.02 0.064
H 0.299 4.567 1.665 0.20 -0.06 0.19 0.072
H 1.274 3.965 3.040 -0.05 0.07 -0.20 0.074
H 1.931 3.582 0.056 0.23 0.20 0.16 0.120
H 2.972 3.094 1.417 -0.21 -0.09 -0.18 0.121
H 0.116 -0.150 1.262 -0.01 0.00 0.28 0.088
H 3.275 -0.452 -0.760 -0.04 -0.36 0.17 0.089
H 4.533 -2.550 -1.133 -0.14 -0.05 0.02 0.086
H 1.503 -4.739 1.044 0.08 0.17 -0.02 0.081
H 0.290 -2.596 1.511 0.22 -0.12 -0.06 0.092
```
Forces are in eV/Å.

Summary:
net charge: -1
frontier orbital gap: 5.5 eV
LUMO level: 2.9 eV

***

No. 3
C3H8N4 | wB97M-V/def2-TZVPD

Geometry as XYZ:
```
15
Properties=species:S:1:pos:R:3:forces:R:3:lowdin_charge:R:1
C 2.277 0.439 -0.086 0.00 -0.02 -0.20 -0.051
C 0.790 0.368 -0.047 -0.23 0.77 -0.30 -0.378
N -2.289 1.103 -0.160 0.08 -0.11 -0.22 0.017
N -0.848 -1.528 -0.155 0.22 0.07 0.09 0.041
C -0.049 -0.638 0.591 -1.24 0.74 -0.14 -0.157
N -0.036 1.341 -0.370 0.72 -0.47 0.05 0.058
N -1.078 1.009 0.452 0.49 -0.92 0.71 -0.176
H -3.036 0.938 0.500 0.10 -0.04 -0.07 0.078
H -2.391 0.559 -1.013 -0.02 -0.08 0.09 0.066
H -0.769 -1.436 -1.156 0.05 -0.06 0.08 0.083
H -0.813 -2.487 0.152 -0.01 0.05 -0.07 0.075
H 0.253 -1.062 1.551 -0.12 0.05 -0.02 0.119
H 2.588 1.342 -0.610 0.01 -0.03 0.01 0.075
H 2.717 -0.432 -0.578 0.01 0.05 0.02 0.070
H 2.685 0.482 0.930 -0.05 0.00 -0.03 0.080
```
Forces are in eV/Å.

Summary:
frontier orbital gap: 8.3 eV
energy above the lowest of the compared OMol25 structures with the same formula, charge and spin: 94.9 kcal/mol
LUMO level: 0.9 eV

***

No. 4
C23H31ClN3O3S | wB97M-V/def2-TZVPD

Geometry as XYZ:
```
62
Properties=species:S:1:pos:R:3:forces:R:3:lowdin_charge:R:1
C -6.015 0.056 2.556 0.00 -0.12 -0.22 -0.039
C -6.231 0.287 1.068 -0.26 0.70 0.59 -0.211
N -5.800 -0.870 0.264 0.48 0.30 -0.80 -0.141
H -4.911 -1.227 0.629 0.02 0.09 -0.10 0.157
C -6.775 -1.984 0.211 -0.43 -0.78 -0.11 -0.201
C -6.077 -3.323 0.059 0.00 0.08 -0.06 -0.049
H -5.504 -3.361 -0.863 0.02 -0.08 0.02 0.070
H -6.821 -4.115 0.027 -0.05 -0.04 0.03 0.096
H -5.418 -3.516 0.903 0.06 -0.05 0.10 0.091
H -7.436 -1.790 -0.638 -0.06 0.04 0.16 0.130
H -7.373 -1.974 1.125 0.09 0.21 -0.10 0.132
S -5.493 -0.300 -1.536 0.32 -0.02 0.53 0.785
O -5.069 -1.494 -2.168 0.34 -0.04 -0.03 -0.218
O -6.724 0.320 -1.864 -0.02 0.42 0.08 -0.214
C -4.172 0.845 -1.257 -0.36 -0.44 -0.13 -0.294
C -2.988 0.331 -0.766 0.11 0.00 -0.06 0.005
C -1.930 1.177 -0.460 -0.14 0.17 0.12 -0.106
C -2.093 2.551 -0.678 -0.28 -0.43 -0.08 -0.562
C -3.289 3.052 -1.195 0.03 -0.04 -0.02 -0.057
C -4.342 2.203 -1.480 -0.09 0.06 0.00 -0.032
H -5.279 2.572 -1.864 -0.09 0.14 -0.04 0.129
H -3.391 4.113 -1.358 0.00 0.08 0.00 0.120
Cl -0.856 3.670 -0.275 -0.02 0.22 -0.01 0.800
C -0.768 0.510 0.247 -0.05 0.25 -0.26 -0.464
O -1.024 -0.350 1.068 -0.12 -0.26 0.19 0.076
N 0.455 0.904 -0.110 0.18 -0.01 -0.16 0.100
H 0.574 1.613 -0.817 -0.14 -0.05 0.05 0.117
C 1.669 0.373 0.484 0.30 0.01 0.04 -0.308
C 2.571 -0.240 -0.585 -0.01 -0.24 0.31 -0.114
C 3.866 -0.728 0.057 -0.08 0.08 -0.29 -0.179
N 4.543 0.379 0.703 0.02 0.03 0.06 -0.178
C 3.737 0.917 1.778 -0.07 0.24 -0.08 -0.190
C 2.435 1.478 1.212 0.00 -0.31 0.23 -0.119
H 1.828 1.893 2.018 -0.06 0.04 -0.01 0.121
H 2.674 2.276 0.505 0.00 0.09 -0.03 0.122
H 4.296 1.719 2.264 -0.02 -0.07 0.04 0.125
H 3.505 0.150 2.540 0.03 0.03 0.03 0.132
C 5.892 0.031 1.117 -0.01 0.04 0.04 -0.154
C 6.769 -0.238 -0.076 0.08 -0.07 0.05 -0.236
C 7.576 -1.364 -0.138 -0.07 0.08 0.06 -0.045
C 8.386 -1.588 -1.238 0.09 -0.06 -0.07 -0.082
C 8.389 -0.690 -2.292 0.07 -0.07 -0.05 -0.090
C 7.582 0.434 -2.240 -0.01 0.07 -0.04 -0.081
C 6.779 0.660 -1.137 0.02 -0.01 0.03 -0.046
H 6.147 1.534 -1.087 -0.08 0.10 -0.01 0.111
H 7.583 1.138 -3.059 0.01 0.06 -0.06 0.102
H 9.020 -0.866 -3.151 0.05 -0.02 -0.07 0.102
H 9.014 -2.465 -1.273 0.05 -0.07 -0.01 0.103
H 7.577 -2.069 0.682 -0.02 -0.07 0.09 0.110
H 6.298 0.886 1.669 -0.05 -0.08 0.06 0.131
H 5.898 -0.840 1.795 0.05 0.06 -0.01 0.128
H 4.528 -1.132 -0.711 -0.08 -0.06 0.06 0.126
H 3.639 -1.536 0.777 0.05 -0.02 -0.02 0.134
H 2.066 -1.070 -1.079 -0.05 0.00 -0.04 0.121
H 2.814 0.518 -1.332 0.01 0.04 -0.09 0.123
H 1.353 -0.395 1.197 0.07 0.09 -0.09 0.153
H -2.865 -0.730 -0.607 0.10 -0.13 0.10 0.134
H -7.280 0.479 0.839 0.11 -0.07 -0.09 0.142
H -5.649 1.154 0.743 -0.09 -0.09 0.03 0.117
H -6.341 0.933 3.107 -0.02 0.07 0.02 0.095
H -6.585 -0.795 2.919 -0.05 -0.08 0.06 0.081
H -4.962 -0.107 2.772 0.12 -0.01 0.06 0.090
```
Forces are in eV/Å.

Summary:
net charge: +1
structure (SMILES): CC[NH+](CC)S(=O)(=O)c1ccc(Cl)c(C(=O)NC2CCN(Cc3ccccc3)CC2)c1
frontier orbital gap: 6.7 eV
energy above the lowest of the compared OMol25 structures with the same formula, charge and spin: 0.0 kcal/mol
LUMO level: -3.7 eV